1.
Density functional theory data (ωB97M-V/def2-TZVPD) for the ion C3H6N3O with charge +1 in a non-equilibrium geometry.

Structure (XYZ):
```
13
Properties=species:S:1:pos:R:3:nbo_charge:R:1
C 1.30 -0.71 -0.11 -0.136
C 1.25 -0.29 1.17 0.208
C -0.67 1.01 0.81 0.504
N 0.15 -0.49 -0.82 -0.108
N -1.93 1.10 1.10 -0.716
N 0.05 -0.56 -2.12 -0.484
O 0.22 0.47 1.55 -0.396
H 2.18 -1.34 -0.59 0.261
H 2.06 -0.34 1.76 0.223
H -2.32 1.80 0.61 0.414
H -2.37 0.77 1.87 0.403
H -0.83 -1.00 -2.51 0.431
H 0.91 -0.43 -2.73 0.397
```

Computed properties:
energy relative to the best compared isomer or geometry (same formula, charge and spin): 98.2 kcal/mol
total charge: +1
HOMO energy (spin up / spin down): -13.13 / -13.15 eV
HOMO-LUMO gap (spin up / spin down): 0.284 / 0.285 Ha
LUMO energy (spin up / spin down): -5.39 / -5.39 eV

---

2.
Density functional theory data (ωB97M-V/def2-TZVPD) for a structure of composition C27H34F3GeN4O8SSeTi.

Structure (XYZ):
```
80
Properties=species:S:1:pos:R:3:lowdin_spin:R:1
Ti 0.18 1.56 1.99 0.080
N -1.53 -1.96 1.32 0.004
C -2.04 -3.29 1.03 0.000
C -3.51 -3.24 0.61 0.000
C -3.77 -3.01 -0.87 0.000
C -3.29 -1.69 -1.48 0.000
N -1.86 -1.70 -1.76 0.000
H -0.51 -1.93 1.31 0.003
H -1.81 -1.66 2.25 0.000
H -1.93 -3.97 1.90 0.000
H -1.45 -3.72 0.21 0.000
H -4.00 -2.45 1.20 0.000
H -3.99 -4.18 0.89 0.000
H -4.85 -3.10 -1.05 0.000
H -3.29 -3.82 -1.44 0.000
H -3.60 -0.86 -0.83 0.000
H -3.81 -1.55 -2.43 0.000
H -1.60 -0.93 -2.38 0.000
H -1.37 -1.51 -0.89 0.000
N 2.35 -0.96 -0.46 0.000
C 1.91 -0.16 0.51 0.001
O 0.71 0.22 0.56 0.000
C 2.82 0.31 1.59 0.001
C 2.27 1.65 2.08 -0.002
H 1.80 -1.18 -1.28 0.000
H 3.32 -1.22 -0.48 0.000
H 3.86 0.33 1.24 0.000
H 2.76 -0.43 2.40 0.001
H 2.56 2.47 1.43 0.000
H 2.56 1.87 3.11 0.000
C 2.97 -4.18 -3.47 0.000
C 1.62 -4.00 -3.20 0.000
C 1.04 -2.74 -3.33 0.000
C 1.79 -1.62 -3.76 0.000
C 3.14 -1.84 -4.02 0.000
C 3.73 -3.10 -3.88 0.000
Ge 0.85 0.19 -3.73 0.000
C 2.44 1.29 -4.35 0.000
C 3.37 1.69 -3.39 0.000
C 4.49 2.46 -3.72 0.000
C 4.70 2.85 -5.03 0.000
C 3.78 2.48 -6.00 0.000
C 2.67 1.70 -5.67 0.000
C -0.05 0.01 -5.54 0.000
C -0.86 1.06 -5.97 0.000
C -1.53 1.02 -7.19 0.000
C -1.42 -0.10 -8.01 0.000
C -0.63 -1.16 -7.60 0.000
C 0.04 -1.10 -6.38 0.000
H 3.42 -5.16 -3.35 0.000
H 1.01 -4.83 -2.87 0.000
H -0.01 -2.60 -3.08 0.000
H 3.76 -1.01 -4.36 0.000
H 4.79 -3.23 -4.10 0.000
H 3.21 1.42 -2.35 0.000
H 5.18 2.75 -2.94 0.000
H 5.56 3.46 -5.29 0.000
H 3.93 2.78 -7.03 0.000
H 1.98 1.41 -6.45 0.000
H -0.98 1.93 -5.34 0.000
H -2.15 1.86 -7.50 0.000
H -1.95 -0.14 -8.96 0.000
H -0.54 -2.04 -8.23 0.000
H 0.67 -1.94 -6.09 0.000
N -3.30 2.17 3.14 0.001
C -2.53 1.65 2.44 0.002
H -3.79 2.70 3.82 0.000
F 1.95 -3.59 4.60 0.055
C 1.23 -3.04 3.61 0.236
F 0.29 -3.93 3.25 0.031
F 2.07 -2.91 2.55 0.016
S 0.43 -1.17 4.01 0.299
O -0.82 -1.60 4.62 0.065
O 1.50 -0.72 4.89 0.058
O -0.05 0.36 3.28 0.141
O 0.05 3.25 3.01 0.003
Se -0.32 4.25 1.68 0.001
O 0.90 5.23 1.34 0.000
O -0.39 2.93 0.62 0.001
O -1.75 4.95 1.89 0.000
```

Computed properties:
energy relative to the best compared isomer or geometry (same formula, charge and spin): 90.3 kcal/mol
total charge: -2
HOMO energy (spin up / spin down): -1.96 / -1.96 eV
HOMO-LUMO gap (spin up / spin down): 0.232 / 0.228 Ha
multiplicity: 2
LUMO energy (spin up / spin down): 4.34 / 4.25 eV

---

3.
Density functional theory data (ωB97M-V/def2-TZVPD) for the ion C8H9FNO4 with charge -1 in a non-equilibrium geometry.

Structure (XYZ):
```
23
Properties=species:S:1:pos:R:3:nbo_charge:R:1
C 1.31 0.35 -1.82 0.773
C 1.72 -1.05 0.99 0.724
C -1.19 1.37 0.74 -0.388
C -0.05 0.82 1.64 -0.509
C -0.94 1.10 -0.81 -0.254
C -1.17 -0.34 -1.42 0.178
C 0.10 0.19 -1.01 -0.307
C 0.28 -0.53 1.23 0.296
N -0.64 -1.57 1.31 -0.798
O 1.94 -0.77 -2.20 -0.737
O 1.81 -1.92 0.16 -0.788
O 1.70 1.44 -2.21 -0.632
O 2.61 -0.42 1.51 -0.701
F -1.56 -0.25 -2.70 -0.358
H -2.10 0.97 1.15 0.174
H -1.29 2.53 0.72 0.205
H 0.88 1.44 1.68 0.264
H -0.55 0.89 2.66 0.216
H -1.28 2.04 -1.33 0.208
H -1.60 -1.14 -0.85 0.133
H 2.04 -1.44 -1.45 0.530
H -1.62 -1.32 1.21 0.364
H -0.39 -2.38 0.81 0.407
```

Computed properties:
energy relative to the best compared isomer or geometry (same formula, charge and spin): 17.2 kcal/mol
total charge: -1
HOMO energy: -4.24 eV
HOMO-LUMO gap: 0.280 Ha
LUMO energy: 3.37 eV

---

4.
Density functional theory data (ωB97M-V/def2-TZVPD) for a structure of composition C8H17P2Pd in a non-equilibrium geometry.

Structure (XYZ):
```
28
Properties=species:S:1:pos:R:3:lowdin_spin:R:1
C 0.22 0.14 -2.05 0.139
C -0.99 -0.61 -2.08 0.019
C -0.76 -1.87 -1.42 0.017
C 0.61 -1.83 -0.93 0.084
C 1.21 -0.62 -1.37 0.012
Pd -0.73 -0.32 0.27 0.578
P -0.71 2.01 0.34 0.126
H 0.38 1.12 -2.52 0.012
H -1.92 -0.34 -2.59 0.002
H -1.42 -2.71 -1.38 0.001
H 2.27 -0.36 -1.23 0.009
H 1.09 -2.64 -0.38 0.007
H -1.74 2.57 1.16 0.034
H -1.06 2.51 -0.94 0.019
H 0.42 2.87 0.58 0.052
C -1.36 -1.51 3.73 0.185
P -0.25 -0.83 2.47 0.087
C 0.54 0.66 3.14 0.210
C 1.08 -2.05 2.29 0.081
H -2.15 -0.81 4.01 0.047
H -0.71 -1.72 4.60 0.045
H -1.86 -2.44 3.40 0.025
H 1.02 0.36 4.08 0.059
H 1.30 1.02 2.43 0.041
H -0.20 1.46 3.29 0.057
H 1.43 -2.30 3.31 0.028
H 0.69 -2.94 1.78 0.011
H 1.88 -1.65 1.69 0.014
```

Computed properties:
total charge: -1
HOMO energy (spin up / spin down): 0.96 / -3.93 eV
HOMO-LUMO gap (spin up / spin down): 0.097 / 0.265 Ha
multiplicity: 3
LUMO energy (spin up / spin down): 3.61 / 3.28 eV

---

5.
Density functional theory data (ωB97M-V/def2-TZVPD) for a cluster of 7 separate species, C2H18O7 in total in a non-equilibrium geometry.

Structure (XYZ):
```
27
Properties=species:S:1:pos:R:3:nbo_charge:R:1
C -14.76 -0.52 -8.38 -0.242
O -15.56 -1.26 -7.55 -0.716
H -15.16 -0.32 -9.38 0.183
H -14.75 0.47 -7.92 0.151
H -13.71 -0.81 -8.39 0.154
H -15.20 -1.22 -6.66 0.468
C -9.25 5.52 -5.54 -0.259
O -10.62 5.72 -5.91 -0.717
H -8.87 4.69 -6.13 0.162
H -8.57 6.36 -5.73 0.169
H -9.19 5.30 -4.47 0.182
H -10.53 6.21 -6.73 0.463
O -18.97 4.68 -3.49 -0.936
H -19.07 5.20 -2.68 0.466
H -18.05 4.42 -3.49 0.470
O -9.56 0.07 -3.69 -0.937
H -8.95 -0.66 -3.78 0.469
H -9.06 0.84 -3.94 0.468
O -10.71 9.61 -2.98 -0.937
H -11.02 8.92 -3.57 0.469
H -11.48 10.18 -2.86 0.468
O -13.95 2.83 -3.41 -0.940
H -13.36 3.33 -3.98 0.471
H -13.44 2.06 -3.15 0.470
O -15.28 -3.41 -2.07 -0.934
H -15.39 -2.79 -1.34 0.467
H -14.43 -3.82 -1.91 0.467
```

Computed properties:
energy relative to the best compared isomer or geometry (same formula, charge and spin): 52.9 kcal/mol
total charge: 0
HOMO energy: -9.99 eV
HOMO-LUMO gap: 0.375 Ha
LUMO energy: 0.20 eV

---

6.
Density functional theory data (ωB97M-V/def2-TZVPD) for a structure of composition C26H18AlBr2F6N5OS.

Structure (XYZ):
```
60
Properties=species:S:1:pos:R:3:nbo_charge:R:1
Al -0.11 -0.03 -0.85 2.017
Br -1.30 0.06 -7.35 0.223
C -0.94 0.11 -5.53 -0.020
C 0.22 0.71 -5.06 -0.251
C 0.46 0.70 -3.70 0.092
N -0.38 0.12 -2.82 -0.617
C -1.56 -0.34 -3.27 0.215
C -1.87 -0.39 -4.62 -0.233
C -2.56 -0.55 -2.19 0.189
C -3.88 -0.89 -2.41 -0.234
C -4.77 -0.78 -1.34 -0.019
Br -6.56 -1.22 -1.59 0.215
C -4.32 -0.30 -0.12 -0.255
C -2.98 -0.03 0.02 0.120
N -2.10 -0.19 -0.98 -0.616
H 0.92 1.19 -5.73 0.268
H 1.34 1.18 -3.28 0.235
H -2.81 -0.78 -4.96 0.257
H -4.23 -1.20 -3.38 0.255
H -5.00 -0.14 0.70 0.266
H -2.58 0.35 0.96 0.246
N 1.53 -1.64 2.45 -0.535
C 0.58 -1.90 3.48 0.180
C 1.01 -1.96 4.79 -0.213
C 0.09 -2.23 5.80 -0.175
C -1.24 -2.42 5.49 -0.174
C -1.67 -2.35 4.16 -0.180
C -0.75 -2.09 3.16 -0.256
S -1.29 -2.11 1.48 0.508
N 0.00 -1.27 0.70 -0.860
C 1.20 -1.30 1.21 0.510
C 2.30 -0.99 0.23 0.168
C 3.64 -1.08 0.52 -0.186
C 4.55 -0.97 -0.53 -0.095
C 4.08 -0.82 -1.81 -0.201
C 2.71 -0.71 -2.01 0.089
N 1.83 -0.76 -1.01 -0.555
H 2.49 -1.58 2.73 0.426
H 2.06 -1.80 5.03 0.228
H 0.43 -2.28 6.83 0.245
H -1.96 -2.63 6.26 0.244
H -2.71 -2.50 3.92 0.234
H 4.00 -1.24 1.52 0.236
H 5.61 -1.03 -0.33 0.258
H 4.74 -0.79 -2.66 0.259
H 2.31 -0.62 -3.01 0.218
C -0.18 3.90 -0.09 -0.636
C 0.55 2.66 0.40 0.130
O 0.22 1.54 -0.34 -0.976
C 2.07 2.86 0.28 0.963
F 2.42 2.81 -1.02 -0.324
F 2.48 4.03 0.76 -0.292
F 2.77 1.89 0.90 -0.332
C 0.15 2.38 1.87 0.964
F 0.53 3.36 2.69 -0.294
F 0.68 1.23 2.34 -0.332
F -1.18 2.24 1.96 -0.323
H 0.17 4.15 -1.09 0.238
H 0.00 4.75 0.56 0.253
H -1.25 3.69 -0.13 0.236
```

Computed properties:
energy relative to the best compared isomer or geometry (same formula, charge and spin): 5.5 kcal/mol
total charge: +2
HOMO energy: -13.41 eV
HOMO-LUMO gap: 0.247 Ha
LUMO energy: -6.69 eV

---

7.
Density functional theory data (ωB97M-V/def2-TZVPD) for a cluster of 7 separate species, C37H68ClN6O6P in total in a non-equilibrium geometry.

Structure (XYZ):
```
119
Properties=species:S:1:pos:R:3:mulliken_charge:R:1
C 0.26 -0.51 -3.71 -1.131
C 0.64 -0.09 -2.21 -0.052
C 1.36 1.33 -2.08 0.677
Cl 0.55 2.68 -3.01 -0.164
C 2.97 1.24 -2.32 0.310
C 3.63 2.65 -2.65 -2.026
C 5.23 2.62 -2.81 2.619
C 5.98 3.35 -1.56 -1.268
C 5.65 3.49 -4.11 -1.566
O 3.33 0.16 -3.20 -0.301
C 3.32 0.52 -4.55 0.716
O 2.49 1.23 -5.13 -0.523
C 4.48 -0.12 -5.47 -0.604
O 5.39 -0.95 -4.72 -0.310
C 6.70 -0.37 -4.87 -0.031
O 7.57 -0.98 -3.92 -0.436
C 6.92 -1.23 -2.65 0.438
C 8.08 -1.14 -1.53 -0.530
O 7.47 -1.59 -0.29 -0.478
P 3.67 0.73 -0.60 1.075
O 3.61 -0.83 -0.59 -0.757
H 0.99 -1.34 -4.03 0.188
H -0.78 -1.00 -3.68 0.426
H 0.18 0.34 -4.45 0.245
H -0.36 0.01 -1.65 -0.039
H 1.22 -0.91 -1.66 0.352
H 1.26 1.62 -0.97 -0.140
H 3.22 3.12 -3.61 0.585
H 3.36 3.39 -1.81 0.508
H 5.63 1.58 -3.00 -1.380
H 6.82 4.04 -1.92 0.454
H 6.49 2.51 -0.98 0.265
H 5.26 3.86 -0.85 0.241
H 4.85 3.47 -4.93 0.318
H 6.68 3.20 -4.51 0.311
H 5.76 4.58 -3.77 0.484
H 3.96 -0.82 -6.22 0.314
H 4.98 0.68 -6.09 0.340
H 7.09 -0.56 -5.94 0.304
H 6.72 0.77 -4.74 0.108
H 6.46 -2.27 -2.72 0.172
H 6.15 -0.45 -2.35 -0.323
H 8.98 -1.75 -1.85 0.302
H 8.32 -0.02 -1.45 0.224
H 6.74 -0.95 -0.14 0.269
H 2.82 1.15 0.48 -0.265
H 5.05 1.07 -0.45 -0.106
C -2.62 -1.15 0.92 -0.770
C -3.91 -0.39 0.66 -0.532
C -4.62 -0.84 -0.62 -0.211
C -3.73 -0.60 -1.80 0.217
N -3.03 -0.42 -2.72 -0.480
H -1.88 -0.99 0.13 0.019
H -2.16 -0.82 1.86 0.331
H -2.81 -2.23 1.00 0.315
H -3.69 0.68 0.61 0.308
H -4.59 -0.53 1.51 0.334
H -5.54 -0.27 -0.75 0.321
H -4.88 -1.90 -0.56 0.192
C -8.04 -2.86 -2.44 -0.788
C -8.76 -3.76 -1.45 -0.488
C -9.19 -3.02 -0.18 -0.139
C -7.98 -2.47 0.52 0.170
N -7.04 -2.04 1.06 -0.463
H -7.11 -2.46 -2.03 0.026
H -7.78 -3.42 -3.34 0.347
H -8.67 -2.01 -2.74 0.268
H -8.10 -4.59 -1.19 0.327
H -9.64 -4.19 -1.93 0.342
H -9.71 -3.71 0.50 0.344
H -9.87 -2.20 -0.42 0.089
C -13.36 0.27 -1.73 -1.101
C -14.39 -0.85 -1.74 -0.416
C -14.03 -2.00 -0.79 -0.406
C -12.72 -2.61 -1.19 0.234
N -11.69 -3.08 -1.50 -0.439
H -12.38 -0.08 -2.07 0.312
H -13.66 1.08 -2.40 0.326
H -13.24 0.69 -0.72 0.302
H -14.48 -1.24 -2.76 0.299
H -15.36 -0.45 -1.46 0.309
H -14.81 -2.77 -0.83 0.292
H -13.96 -1.64 0.24 0.268
C 1.25 4.33 4.34 -1.172
C 0.33 4.03 3.17 -0.791
C 1.02 3.24 2.05 -0.034
C 2.17 4.04 1.51 0.357
N 3.07 4.66 1.09 -0.599
H 2.09 4.97 4.04 0.418
H 0.71 4.87 5.13 0.324
H 1.65 3.41 4.77 0.253
H -0.07 4.97 2.77 0.442
H -0.53 3.45 3.53 0.332
H 0.32 3.04 1.24 0.297
H 1.39 2.29 2.43 0.262
C 1.36 0.43 8.15 -1.134
C 0.07 1.19 7.88 -0.408
C -0.63 0.74 6.59 -0.414
C 0.27 0.97 5.42 0.203
N 0.98 1.14 4.50 -0.447
H 2.10 0.60 7.37 0.349
H 1.80 0.77 9.09 0.328
H 1.17 -0.64 8.23 0.298
H 0.29 2.26 7.82 0.281
H -0.62 1.05 8.72 0.308
H -1.55 1.30 6.45 0.269
H -0.88 -0.32 6.65 0.321
C 6.34 -2.84 2.35 -0.723
C 7.68 -2.83 3.07 -0.331
C 7.62 -3.44 4.47 -0.471
C 6.66 -2.66 5.32 0.242
N 5.91 -2.05 5.99 -0.425
H 5.60 -2.23 2.88 0.345
H 6.44 -2.42 1.35 -0.001
H 5.95 -3.86 2.26 0.291
H 8.04 -1.80 3.13 0.264
H 8.41 -3.38 2.47 0.302
H 8.60 -3.42 4.94 0.302
H 7.28 -4.48 4.42 0.289
```

Computed properties:
total charge: 0
HOMO energy: -9.42 eV
HOMO-LUMO gap: 0.362 Ha
LUMO energy: 0.44 eV

---

8.
Density functional theory data (ωB97M-V/def2-TZVPD) for a structure of composition C3H7AsCl4F6NiO5PY in a non-equilibrium geometry.

Structure (XYZ):
```
29
Properties=species:S:1:pos:R:3:lowdin_spin:R:1
Y 1.68 -0.89 -0.74 0.008
Ni 1.97 0.62 2.33 1.701
C -0.39 -1.53 1.98 0.004
O 0.64 -0.79 1.37 0.037
H -0.64 -2.44 1.42 0.001
H -1.29 -0.91 2.07 0.000
H -0.09 -1.85 2.99 0.000
P 4.13 -0.12 0.92 0.002
O 3.84 0.04 2.46 0.104
O 3.77 -1.47 0.15 0.004
O 5.08 0.74 0.23 0.014
O 2.68 0.50 0.56 0.115
As 1.02 3.04 -0.42 0.000
F 1.50 4.62 -0.07 0.000
F 1.38 2.52 1.25 0.009
F 0.54 1.30 -0.67 0.000
F 0.55 3.37 -2.03 0.000
F 2.55 2.63 -0.97 0.001
F -0.56 3.32 0.12 0.000
C -3.80 -0.09 0.28 0.000
Cl -5.47 -0.56 -0.09 0.000
Cl -3.09 0.89 -1.00 0.000
H -3.82 0.50 1.20 0.000
H -3.21 -0.98 0.42 0.000
C -1.73 -2.52 -2.90 0.000
Cl -3.36 -3.06 -2.63 0.000
Cl -1.05 -1.82 -1.38 0.000
H -1.09 -3.33 -3.22 0.000
H -1.73 -1.73 -3.63 0.000
```

Computed properties:
energy relative to the best compared isomer or geometry (same formula, charge and spin): 0.0 kcal/mol
total charge: 0
HOMO energy (spin up / spin down): -9.37 / -9.35 eV
HOMO-LUMO gap (spin up / spin down): 0.268 / 0.267 Ha
multiplicity: 3
LUMO energy (spin up / spin down): -2.09 / -2.09 eV

---

9.
Density functional theory data (ωB97M-V/def2-TZVPD) for an isolated molecule of C4H5NO2 in a non-equilibrium geometry.

Structure (XYZ):
```
12
Properties=species:S:1:pos:R:3:nbo_charge:R:1
O 1.41 -1.94 -0.49 -0.699
C 1.31 -0.85 0.40 -0.087
C 0.15 0.08 0.05 0.130
C -0.83 0.84 0.79 -0.398
C -1.75 1.13 -0.15 0.156
O -1.36 0.75 -1.36 -0.272
N -0.16 0.08 -1.22 -0.149
H 1.44 -1.59 -1.40 0.481
H 1.15 -1.31 1.38 0.199
H 2.25 -0.30 0.44 0.179
H -0.87 1.59 1.56 0.249
H -2.75 1.52 -0.01 0.211
```

Computed properties:
energy relative to the best compared isomer or geometry (same formula, charge and spin): 64.1 kcal/mol
total charge: 0
HOMO energy: -10.04 eV
HOMO-LUMO gap: 0.404 Ha
LUMO energy: 0.97 eV

---

10.
Density functional theory data (ωB97M-V/def2-TZVPD) for an isolated molecule of C8H9N3 in a non-equilibrium geometry.

Structure (XYZ):
```
20
Properties=species:S:1:pos:R:3:nbo_charge:R:1
C -1.65 -1.58 0.23 -0.050
N -2.75 -0.95 0.51 -0.412
C -3.10 0.22 -0.09 -0.022
C -2.33 1.31 -0.06 -0.301
C -0.88 1.25 0.08 -0.197
C -0.10 0.24 -0.52 -0.038
N 1.28 0.22 -0.25 -0.180
C 1.97 -0.96 -0.27 -0.044
C 3.30 -0.62 0.10 -0.334
C 3.23 0.79 0.34 -0.057
N 1.99 1.25 0.13 -0.257
H -1.38 -1.76 -0.80 0.156
H -1.25 -2.31 0.98 0.187
H -4.20 0.31 -0.17 0.207
H -2.72 2.40 -0.29 0.234
H -0.29 2.04 0.69 0.248
H -0.47 -0.38 -1.26 0.210
H 1.41 -1.79 -0.46 0.205
H 4.08 -1.25 0.52 0.234
H 3.85 1.56 0.59 0.212
```

Computed properties:
energy relative to the best compared isomer or geometry (same formula, charge and spin): 99.2 kcal/mol
total charge: 0
HOMO energy: -8.21 eV
HOMO-LUMO gap: 0.315 Ha
LUMO energy: 0.38 eV

---

11.
Density functional theory data (ωB97M-V/def2-TZVPD) for an isolated molecule of C4H5NO.

Structure (XYZ):
```
11
Properties=species:S:1:pos:R:3:nbo_charge:R:1
H 1.49 1.60 0.92 0.374
N 0.89 0.94 0.43 -0.588
C 1.29 -0.24 0.20 0.118
C 0.29 -1.12 -0.43 -0.285
C -0.91 -0.55 -0.59 -0.180
C -1.21 0.79 0.06 0.397
O -1.64 1.79 -0.46 -0.581
H 2.29 -0.61 0.47 0.178
H 0.53 -2.14 -0.71 0.223
H -1.77 -1.04 -1.03 0.229
H -1.26 0.59 1.15 0.115
```

Computed properties:
energy relative to the best compared isomer or geometry (same formula, charge and spin): 45.6 kcal/mol
total charge: 0
HOMO energy: -9.12 eV
HOMO-LUMO gap: 0.340 Ha
LUMO energy: 0.12 eV